19
Properties=species:S:1:pos:R:3 method="wB97M-V/def2-TZVPD" de_lowest_kj_mol=0.00 gap_ev="4.78 / 4.77" lumo_ev="-16.755 / -16.755" charge=+4 multiplicity=2 s_squared=0.751
Yb -0.88914 -0.37732 1.36871
Ga -0.55734 4.12999 -4.43922
Cl 1.04909 3.05418 -3.46098
Cl -2.90061 -1.49549 0.79608
S 1.19801 -1.77909 2.00070
O 0.12789 6.40325 -6.56011
O -2.67538 -0.43519 4.58210
O -3.52118 4.73300 -4.81344
C 0.20477 -3.24328 2.25654
C -2.00123 -0.39971 3.65353
C 2.89919 -2.39398 2.00433
C -2.45991 4.34106 -4.51332
C -0.16640 5.56754 -5.80442
H -0.86644 -3.04681 2.10933
H 0.49103 -4.00757 1.52868
H 3.06425 -3.03667 1.12118
H 0.34835 -3.59371 3.28249
H 3.54138 -1.50215 1.93505
H 3.11367 -2.91803 2.95277

***

14
Properties=species:S:1:pos:R:3 method="wB97M-V/def2-TZVPD" de_lowest_kj_mol=332.69 gap_ev=9.78 lumo_ev=0.859 multiplicity=1
O 0.45703 1.42453 -0.16633
N -2.54544 -0.44381 -0.40702
C -0.06143 -0.74116 0.04120
C -1.28456 0.07188 -0.04027
C 2.42517 0.00661 0.00802
C 0.94453 0.13975 -0.03601
C -0.90847 1.46379 -0.25928
H 0.00907 -1.81491 0.14629
H -2.93121 -1.08341 0.27685
H 2.70953 -1.04448 0.09723
H -1.32390 0.73695 0.97164
H 2.83933 0.55752 0.85873
H -3.20045 0.30913 -0.58755
H 2.87082 0.41760 -0.90351